No. 1
{
  "formula": "C45H49Ge2HgN7O9S2",
  "method": "ωB97M-V with the def2-TZVPD basis set",
  "e_lumo_ha": 0.113,
  "charge": -2,
  "max_force_ev_per_a": 1.357,
  "relative_energy_kcal_mol": 0.0,
  "total_energy_ev": -215193.8805,
  "symbols": ["Hg", "C", "N", "C", "C", "C", "C", "C", "C", "N", "C", "C", "C", "C", "C", "C", "N", "C", "C", "C", "C", "C", "N", "H", "H", "H", "H", "H", "H", "H", "H", "H", "H", "H", "H", "H", "H", "H", "H", "H", "H", "O", "S", "O", "O", "S", "C", "Ge", "C", "C", "Ge", "C", "C", "C", "C", "C", "C", "C", "C", "C", "C", "C", "C", "H", "H", "H", "H", "H", "H", "H", "H", "H", "H", "H", "H", "H", "H", "H", "H", "H", "H", "H", "C", "C", "C", "C", "C", "N", "H", "H", "H", "H", "H", "H", "H", "H", "H", "O", "C", "O", "C", "C", "C", "C", "C", "C", "N", "O", "O", "N", "O", "O", "H", "H", "H"],
  "coordinates": [[-0.34347, -0.26802, -0.79443], [-2.04040, -2.34238, 1.52248], [-0.74244, -1.77950, 1.79064], [0.21157, -2.84073, 2.00470], [0.30588, -3.71876, 0.78300], [-0.12943, -5.03820, 0.83191], [-0.04142, -5.81743, -0.31189], [0.45302, -5.24157, -1.46939], [0.84570, -3.90928, -1.42691], [0.80024, -3.16781, -0.32431], [-0.85582, -0.87240, 2.91593], [0.22378, 0.16090, 3.19505], [0.21513, 0.75277, 4.45915], [1.12945, 1.74369, 4.75541], [2.03644, 2.12104, 3.78145], [1.97294, 1.48195, 2.55456], [1.09602, 0.51738, 2.25489], [-3.01246, -1.30973, 1.08237], [-4.38046, -1.53731, 1.18028], [-5.24751, -0.56328, 0.72887], [-4.71989, 0.60472, 0.18285], [-3.34308, 0.71764, 0.09809], [-2.51204, -0.21644, 0.56465], [-1.95810, -3.06154, 0.70123], [-2.45197, -2.86916, 2.40398], [1.18615, -2.40743, 2.23196], [-0.09449, -3.46699, 2.86169], [-0.55226, -5.43335, 1.74763], [-0.37167, -6.84926, -0.30230], [0.52749, -5.80055, -2.39422], [1.20355, -3.41013, -2.32696], [-1.77992, -0.31309, 2.77751], [-0.98962, -1.45235, 3.84873], [-0.51635, 0.43323, 5.19402], [1.12849, 2.21898, 5.72832], [2.76420, 2.90632, 3.95162], [2.65320, 1.77193, 1.76245], [-4.74445, -2.46674, 1.60289], [-6.31897, -0.71029, 0.79512], [-5.35549, 1.39682, -0.19283], [-2.86052, 1.58209, -0.33182], [-0.30542, -2.52332, -3.00874], [-1.72621, -2.51989, -2.59885], [-1.82855, -2.87059, -1.15567], [-2.55819, -3.36222, -3.45660], [-2.37663, -0.56920, -2.73096], [1.80661, -2.24955, -5.26843], [1.84195, -0.43949, -4.55344], [0.49986, 0.57362, -5.56140], [3.56363, 0.22374, -5.30598], [1.80388, 0.02790, -2.16093], [2.77965, 1.74161, -1.92741], [2.88516, 2.69804, -2.94258], [3.55686, 3.89695, -2.73972], [4.13296, 4.17424, -1.50294], [4.04391, 3.23578, -0.48587], [3.38165, 2.03271, -0.70496], [3.19531, -1.15723, -1.38078], [3.22898, -1.39554, -0.01091], [4.21574, -2.18356, 0.57137], [5.19492, -2.76762, -0.22213], [5.17656, -2.55480, -1.59682], [4.18701, -1.75715, -2.16519], [1.84590, -2.16375, -6.35879], [0.88749, -2.74839, -4.95598], [2.66458, -2.83294, -4.92101], [0.52701, 0.23318, -6.60190], [0.72153, 1.64401, -5.52502], [-0.49513, 0.39950, -5.13851], [3.41962, 0.37225, -6.38347], [4.36276, -0.51236, -5.16604], [3.89149, 1.16660, -4.86045], [2.42434, 2.51079, -3.90395], [3.62206, 4.62239, -3.54312], [4.63450, 5.12067, -1.33108], [4.47886, 3.44454, 0.48514], [3.32813, 1.30905, 0.10381], [2.44259, -0.98267, 0.60526], [4.20442, -2.36240, 1.64201], [5.96178, -3.39014, 0.22499], [5.93055, -3.01493, -2.22733], [4.18874, -1.60637, -3.23810], [-3.42621, 2.84910, -3.87338], [-2.29960, 3.75800, -3.35971], [-1.96632, 4.84036, -4.39081], [-2.68276, 4.39640, -2.01923], [-1.08635, 2.92816, -3.16301], [-0.15993, 2.27840, -2.97778], [-4.35876, 3.42006, -3.91604], [-3.56057, 1.98084, -3.22566], [-3.19270, 2.47143, -4.87118], [-2.86789, 5.41893, -4.61694], [-1.59926, 4.38893, -5.31516], [-1.19840, 5.51572, -4.00831], [-3.62985, 4.93218, -2.13238], [-1.91120, 5.09399, -1.68963], [-2.78202, 3.64246, -1.24132], [1.04207, 3.47160, 0.81302], [-0.13184, 3.08294, 0.86146], [-0.81047, 2.38864, 0.05960], [-0.88865, 3.55735, 2.11737], [-2.03539, 2.90900, 2.56054], [-2.67122, 3.37137, 3.70132], [-2.23368, 4.46819, 4.40915], [-1.09658, 5.08856, 3.94176], [-0.40813, 4.64563, 2.82860], [-0.58983, 6.26802, 4.69015], [-1.12907, 6.54739, 5.74387], [0.32613, 6.89074, 4.20127], [-3.89282, 2.68638, 4.20065], [-4.59312, 3.29463, 4.98922], [-4.11760, 1.56851, 3.80174], [-2.42017, 2.06965, 1.99350], [-2.75538, 4.82238, 5.28345], [0.50812, 5.12106, 2.50596]],
  "forces_ev_per_angstrom": [[0.1, 0.2, -0.5], [-0.2, -0.5, 0.2], [0.2, 0.6, 0.1], [0.2, -0.1, -0.1], [0.2, -0.3, -0.2], [0.0, 0.1, 0.1], [0.0, 0.1, -0.2], [0.0, -0.2, 0.2], [0.9, 0.0, 0.0], [0.0, -0.2, 0.3], [0.1, 0.0, 0.3], [0.1, -0.2, -0.2], [-0.1, -0.1, 0.1], [0.0, 0.0, 0.0], [0.0, 0.0, 0.0], [0.1, -0.1, -0.2], [0.0, -0.1, 0.2], [-0.3, -0.7, 0.0], [-0.3, 0.1, 0.0], [0.1, 0.1, 0.0], [0.1, -0.1, 0.1], [-0.4, 0.0, 0.0], [0.2, 0.9, -0.7], [-0.1, 0.1, 0.2], [0.1, 0.0, 0.1], [0.1, 0.1, 0.0], [0.0, 0.0, 0.1], [0.0, 0.0, 0.0], [0.0, 0.0, 0.0], [0.0, 0.1, 0.0], [0.3, -0.5, 0.6], [0.0, 0.1, 0.1], [0.0, 0.0, 0.0], [0.0, 0.0, 0.0], [0.0, 0.0, 0.0], [-0.1, -0.1, 0.0], [-0.2, 0.0, 0.2], [0.0, 0.0, 0.0], [0.0, 0.0, 0.0], [0.0, 0.0, 0.0], [0.1, 0.1, -0.1], [-1.0, 0.6, -0.6], [-0.4, -0.1, 0.0], [-0.2, 0.1, -0.9], [0.2, 0.2, 0.3], [0.2, 0.0, 0.1], [-0.1, -0.4, 0.2], [0.0, 0.4, -0.2], [-0.2, 0.0, 0.0], [0.2, 0.1, 0.0], [0.0, -0.2, 0.6], [-0.1, 0.2, -0.1], [0.0, 0.0, 0.2], [0.0, 0.0, 0.1], [0.0, -0.1, -0.1], [0.0, -0.1, -0.1], [0.1, 0.0, -0.1], [0.2, -0.3, -0.3], [0.1, -0.1, 0.1], [0.0, 0.0, -0.1], [0.0, 0.0, -0.1], [-0.1, 0.0, 0.1], [0.0, 0.0, 0.2], [0.0, 0.0, 0.0], [0.1, 0.0, -0.1], [-0.1, 0.0, 0.0], [0.0, 0.0, 0.0], [-0.1, -0.1, 0.0], [0.1, 0.0, -0.1], [0.0, 0.0, 0.1], [-0.1, 0.1, 0.0], [0.0, -0.1, -0.1], [-0.1, 0.0, 0.0], [0.0, 0.0, 0.0], [0.0, 0.0, 0.0], [0.0, 0.0, 0.0], [0.0, 0.0, -0.2], [-0.1, 0.1, 0.1], [0.0, 0.0, 0.0], [0.0, 0.0, 0.0], [0.0, 0.0, 0.0], [0.0, 0.0, 0.0], [0.1, 0.0, 0.0], [0.2, -0.2, 0.0], [0.0, 0.0, -0.1], [0.0, 0.0, 0.0], [-0.2, 0.1, 0.2], [0.0, 0.1, -0.3], [0.0, 0.0, 0.0], [0.0, 0.0, 0.0], [0.0, 0.0, 0.1], [0.1, 0.0, 0.0], [0.0, 0.0, 0.0], [0.0, 0.0, 0.0], [0.0, 0.0, 0.0], [0.0, 0.0, 0.0], [0.0, 0.0, 0.0], [-0.1, 0.0, -0.2], [-0.3, -0.1, -0.4], [0.3, 0.3, 0.6], [-0.2, -0.1, 0.0], [-0.1, 0.0, -0.1], [-0.3, -0.2, 0.0], [-0.1, 0.1, 0.2], [0.2, 0.2, 0.2], [0.2, 0.1, 0.1], [-0.2, -0.4, -0.3], [0.0, 0.0, 0.1], [0.2, 0.1, 0.0], [0.4, 0.3, -0.1], [-0.1, 0.0, 0.1], [0.0, -0.2, -0.1], [0.1, 0.0, 0.1], [0.0, 0.0, 0.0], [0.0, 0.0, -0.1]],
  "lowdin_charge": [0.88, -0.17, -0.16, -0.14, -0.29, -0.05, -0.08, -0.05, -0.15, 0.13, -0.14, -0.25, -0.05, -0.09, -0.07, -0.13, 0.15, -0.29, -0.01, -0.06, -0.06, -0.21, 0.05, 0.10, 0.13, 0.12, 0.12, 0.10, 0.09, 0.10, 0.09, 0.11, 0.13, 0.11, 0.10, 0.10, 0.08, 0.11, 0.10, 0.10, 0.07, -0.54, 0.04, -0.48, -0.44, 0.21, -0.25, 0.67, -0.27, -0.26, 0.75, -0.34, -0.16, -0.11, -0.12, -0.10, -0.13, -0.36, -0.16, -0.10, -0.12, -0.11, -0.12, 0.01, 0.00, 0.01, 0.01, -0.01, -0.01, 0.01, 0.00, -0.01, 0.06, 0.09, 0.08, 0.09, 0.07, 0.05, 0.09, 0.08, 0.09, 0.06, -0.05, -0.58, -0.06, -0.04, -0.15, 0.22, 0.08, 0.04, 0.09, 0.08, 0.08, 0.08, 0.08, 0.09, 0.07, 0.00, -0.64, -0.11, -0.07, 0.08, -0.11, 0.06, -0.12, 0.07, -0.35, 0.05, 0.08, -0.35, 0.05, 0.09, 0.10, 0.12, 0.13]
}



No. 2
{
  "formula": "C17H15ClN4O2S",
  "method": "ωB97M-V with the def2-TZVPD basis set",
  "e_lumo_ha": -0.032,
  "max_force_ev_per_a": 9.015,
  "relative_energy_kcal_mol": 66.4,
  "total_energy_ev": -51282.2507,
  "symbols": ["C", "C", "C", "N", "C", "S", "C", "O", "C", "O", "N", "C", "C", "N", "C", "C", "C", "N", "C", "C", "C", "Cl", "C", "C", "C", "H", "H", "H", "H", "H", "H", "H", "H", "H", "H", "H", "H", "H", "H", "H"],
  "coordinates": [[-4.18455, -0.51300, 2.92776], [-3.24172, -0.02344, 2.07850], [-2.99330, -0.57249, 0.67346], [-2.09016, 0.39309, 0.05901], [-1.70127, 0.31341, -1.25353], [-2.24621, -1.01770, -2.27053], [-1.17924, -0.29243, -3.44546], [-0.94176, -0.84145, -4.48518], [-0.49842, 0.90982, -2.99451], [0.40929, 1.42154, -3.63993], [-0.90725, 1.41119, -1.75190], [-0.46812, 2.68041, -1.02760], [1.07225, 2.83771, -1.02304], [1.74024, 1.54203, -0.79717], [1.61638, 0.65239, 0.28519], [0.81945, 1.08384, 1.31509], [0.41962, 0.14060, 2.22098], [0.82001, -1.16090, 2.21572], [1.69938, -1.46970, 1.27345], [1.98402, -2.80069, 1.28714], [2.92194, -3.26526, 0.39710], [3.44084, -4.91376, 0.51746], [3.49385, -2.39745, -0.52686], [3.13621, -1.06056, -0.56565], [2.15466, -0.59177, 0.32588], [-4.70582, -1.47684, 2.82517], [-4.17611, 0.15238, 3.79238], [-2.77350, 0.94621, 2.25989], [-2.64518, -1.61715, 0.78592], [-3.76539, -0.56476, -0.08418], [-0.87123, 2.66478, -0.03568], [-1.03781, 3.43856, -1.62358], [1.39293, 3.28515, -1.91103], [1.42126, 3.45688, -0.28519], [2.37686, 1.23454, -1.55622], [0.47701, 2.06768, 1.43088], [-0.40611, 0.36736, 3.00843], [1.40427, -3.40401, 2.01656], [4.33569, -2.67273, -1.19044], [3.69698, -0.34348, -1.22833]],
  "forces_ev_per_angstrom": [[2.4, 1.2, -0.6], [-2.7, -1.0, -0.7], [1.2, 0.5, 0.0], [2.8, 0.1, -5.0], [-2.4, 1.8, 8.5], [0.6, 1.2, 0.4], [-0.5, -3.0, -2.0], [0.1, 0.6, -0.1], [3.3, 4.8, 0.8], [-1.1, -0.6, 0.3], [-1.1, -3.6, -1.3], [-0.8, -0.7, -2.0], [-1.1, -3.1, 0.2], [1.8, -1.2, -1.4], [-1.4, 4.9, -1.3], [0.2, -0.9, 0.5], [-1.5, -2.5, 2.5], [-2.1, 3.3, 1.1], [-1.5, 0.2, 1.1], [1.2, -2.8, -0.4], [-0.8, -0.4, 1.0], [0.0, -0.1, -0.3], [1.6, 1.5, -1.3], [0.8, -0.3, -0.7], [1.9, -1.1, -1.6], [0.1, 0.8, 0.1], [-0.9, -0.9, 0.4], [0.0, -0.4, 0.1], [0.4, 0.4, -0.4], [-1.4, -0.4, 0.7], [-0.4, -0.4, 0.3], [1.0, -0.1, 0.7], [0.6, 0.1, -1.6], [0.1, 1.9, 2.2], [-1.0, 0.4, 0.8], [-0.4, 1.1, -0.2], [1.7, -0.2, -1.3], [0.9, 0.3, -0.6], [-0.7, -0.3, 0.6], [-0.8, -1.0, 0.6]],
  "nbo_charge": [-0.41, -0.17, -0.32, -0.47, 0.24, 0.35, 0.29, -0.45, 0.55, -0.54, -0.42, -0.21, -0.22, -0.60, 0.25, -0.35, 0.08, -0.45, 0.14, -0.19, -0.04, 0.01, -0.25, -0.17, -0.12, 0.21, 0.21, 0.21, 0.21, 0.20, 0.25, 0.23, 0.23, 0.20, 0.40, 0.21, 0.20, 0.25, 0.23, 0.21]
}



No. 3
{
  "formula": "C22H20N7O3PdS",
  "method": "ωB97M-V with the def2-TZVPD basis set",
  "e_lumo_ha": -0.350,
  "charge": 3,
  "max_force_ev_per_a": 1.151,
  "relative_energy_kcal_mol": 38.4,
  "total_energy_ev": -53999.8028,
  "symbols": ["Pd", "N", "C", "C", "C", "C", "C", "N", "C", "C", "C", "C", "C", "N", "H", "H", "H", "H", "H", "H", "H", "H", "H", "O", "S", "O", "O", "C", "N", "C", "C", "C", "N", "C", "C", "C", "N", "C", "C", "H", "H", "H", "H", "H", "H", "C", "C", "C", "N", "H", "H", "H", "H", "H"],
  "coordinates": [[-0.60011, 0.04651, 0.73121], [-3.53468, 0.38139, -0.59586], [-2.85070, -0.70762, -1.08506], [-3.48892, -1.54337, -2.00348], [-2.78439, -2.57730, -2.57332], [-1.44733, -2.77256, -2.22845], [-0.89364, -1.94142, -1.29255], [-1.58914, -0.93461, -0.71379], [-3.12172, 1.52075, 0.06552], [-4.07532, 2.53775, 0.19055], [-3.74403, 3.72039, 0.80068], [-2.44713, 3.88232, 1.28388], [-1.56704, 2.84591, 1.14136], [-1.88083, 1.66529, 0.55406], [-4.49005, 0.43339, -0.91468], [-4.51715, -1.34974, -2.27790], [-3.26446, -3.22079, -3.29846], [-0.85368, -3.55619, -2.67503], [0.13117, -2.05594, -0.96923], [-5.06701, 2.38254, -0.21292], [-4.47690, 4.51053, 0.89115], [-2.12746, 4.79540, 1.76316], [-0.55907, 2.94237, 1.50683], [6.77032, 6.29992, 2.23842], [7.13024, 5.94151, 3.54480], [8.02765, 6.61967, 4.37694], [6.59229, 4.64709, 4.04023], [5.52492, 3.87216, 4.74147], [5.73208, 3.82332, 6.01059], [4.77445, 3.13149, 6.64137], [3.72251, 2.54494, 5.95240], [3.67556, 2.70442, 4.57402], [4.62803, 3.41573, 3.93990], [2.61521, 2.10515, 3.70597], [1.64924, 1.24308, 4.21155], [0.71696, 0.68444, 3.35672], [0.69640, 0.95961, 2.04746], [1.61992, 1.79986, 1.55200], [2.58951, 2.38226, 2.34208], [4.87131, 3.05640, 7.71714], [2.98061, 1.98442, 6.49888], [1.60584, 0.96994, 5.25539], [-0.02997, -0.00721, 3.71902], [1.58148, 1.99281, 0.48720], [3.32013, 3.03744, 1.89124], [-1.21779, -5.14334, 1.91925], [0.00659, -4.34417, 2.38102], [-0.04885, -2.95434, 1.93093], [-0.11523, -1.86530, 1.57939], [-1.16626, -6.14005, 2.35062], [-1.23527, -5.24175, 0.83546], [-2.14343, -4.67608, 2.24999], [0.93477, -4.76636, 1.99051], [0.09123, -4.32620, 3.46920]],
  "forces_ev_per_angstrom": [[-0.6, -0.6, 0.5], [-0.1, -0.1, 0.2], [0.2, 0.2, 0.0], [0.0, -0.1, -0.1], [-0.2, 0.1, 0.0], [0.2, 0.1, 0.1], [0.0, -0.2, -0.2], [-0.1, 0.2, 0.2], [0.1, 0.0, -0.1], [0.0, 0.2, 0.0], [-0.1, -0.1, -0.1], [0.2, -0.1, 0.0], [0.0, 0.2, 0.0], [0.2, -0.2, -0.3], [0.0, 0.0, 0.0], [0.0, 0.0, 0.0], [0.0, 0.0, 0.0], [0.0, 0.0, 0.0], [0.0, 0.0, -0.1], [0.0, 0.0, 0.0], [0.0, 0.0, 0.0], [0.0, 0.0, 0.0], [0.0, 0.0, 0.0], [-0.2, -0.2, 0.0], [-0.1, -0.4, 0.1], [-0.1, -0.2, 0.3], [0.8, 0.6, -0.6], [-0.2, 0.3, 0.2], [-0.2, 0.0, -0.2], [0.1, 0.0, 0.3], [0.0, 0.0, 0.0], [-0.2, -0.2, -0.1], [0.1, 0.1, 0.1], [0.1, 0.0, 0.1], [0.0, -0.1, 0.0], [0.0, 0.0, 0.0], [0.0, 0.1, 0.1], [0.1, -0.1, 0.0], [0.0, 0.0, 0.0], [0.0, 0.0, 0.0], [0.0, 0.0, 0.0], [0.0, 0.0, 0.0], [0.0, 0.0, 0.0], [0.0, 0.0, 0.0], [0.0, 0.0, 0.0], [0.0, 0.0, 0.0], [0.0, 0.1, 0.0], [0.0, 0.0, 0.1], [0.3, 0.4, -0.5], [0.0, 0.0, 0.0], [0.0, 0.0, 0.0], [0.0, 0.0, 0.0], [0.0, 0.0, 0.0], [0.0, 0.0, 0.0]],
  "nbo_charge": [0.95, -0.55, 0.40, -0.25, -0.08, -0.25, 0.06, -0.47, 0.41, -0.25, -0.08, -0.25, 0.05, -0.50, 0.43, 0.25, 0.26, 0.26, 0.23, 0.25, 0.26, 0.26, 0.21, -0.67, 2.50, -0.65, -0.71, 0.68, -0.38, 0.13, -0.24, 0.24, -0.42, -0.01, -0.20, 0.07, -0.45, 0.05, -0.19, 0.25, 0.26, 0.25, 0.24, 0.24, 0.27, -0.59, -0.53, 0.53, -0.51, 0.26, 0.22, 0.23, 0.28, 0.28]
}